# C17H13N5O3

The molecule C17H13N5O3 in a non-equilibrium geometry (the ωB97M-V functional and the def2-TZVPD basis, the Open Molecules 2025 dataset).

Output
Kohn-Sham gap: 7.992 eV
E_tot: -1155.152612 a.u.
SMILES: Cc1ccnc2nc(C(=O)OCC(=O)c3c[nH]c4ccccc34)nn12
Energy above the lowest of the compared OMol25 structures with the same formula, charge and spin: 0.000 eV
Largest force on an atom: 1.40 eV/A
HOMO energy: -8.33 eV

Last columns: bonded neighbours and bond lengths (Å).
Geometry (Å):
1 C 2.75470 2.45711 -0.62881  C2 1.486, H26 1.089, H27 1.086, H28 1.090
2 C 3.79852 1.45232 -0.29720  C1 1.486, C3 1.374, N25 1.347
3 C 5.15212 1.67591 -0.23170  C2 1.374, C4 1.407, H29 1.077
4 C 6.01170 0.61520 0.10664  C3 1.407, N5 1.307, H30 1.081
5 N 5.60781 -0.59912 0.37097  C4 1.307, C6 1.321
6 C 4.30806 -0.82517 0.31111  N5 1.321, N7 1.319, N25 1.406
7 N 3.62214 -1.93165 0.52448  C6 1.319, C8 1.336
8 C 2.35134 -1.57889 0.31059  N7 1.336, C9 1.486, N24 1.332
9 C 1.20811 -2.51912 0.44621  C8 1.486, O10 1.199, O11 1.335
10 O 1.08357 -3.32319 1.32722  C9 1.199
11 O 0.34170 -2.31911 -0.54999  C9 1.335, C12 1.419
12 C -0.84315 -3.10001 -0.55766  O11 1.419, C13 1.533, H31 1.098, H32 1.095
13 C -2.16986 -2.33415 -0.49149  C12 1.533, O14 1.216, C15 1.448
14 O -3.18017 -2.98237 -0.68368  C13 1.216
15 C -2.19603 -0.91915 -0.18712  C13 1.448, C16 1.381, C23 1.444
16 C -1.16859 -0.00454 -0.06079  C15 1.381, N17 1.353, H33 1.073
17 N -1.67377 1.21796 0.22260  C16 1.353, C18 1.373, H34 1.007
18 C -3.04285 1.15323 0.29488  N17 1.373, C19 1.387, C23 1.410
19 C -3.97675 2.14471 0.55933  C18 1.387, C20 1.379, H35 1.080
20 C -5.30596 1.77587 0.56157  C19 1.379, C21 1.396, H36 1.080
21 C -5.69175 0.45774 0.30946  C20 1.396, C22 1.379, H37 1.080
22 C -4.76559 -0.52937 0.04749  C21 1.379, C23 1.392, H38 1.078
23 C -3.41765 -0.18151 0.03662  C15 1.444, C18 1.410, C22 1.392
24 N 2.16952 -0.30224 -0.02350  C8 1.332, N25 1.327
25 N 3.39983 0.19458 -0.02539  C2 1.347, C6 1.406, N24 1.327
26 H 2.09357 2.05802 -1.39674  C1 1.089
27 H 3.20463 3.38403 -0.97081  C1 1.086
28 H 2.14857 2.65595 0.25506  C1 1.090
29 H 5.54903 2.65554 -0.43871  C3 1.077
30 H 7.07935 0.77403 0.16181  C4 1.081
31 H -0.82361 -3.79179 0.29541  C12 1.098
32 H -0.85083 -3.69212 -1.47876  C12 1.095
33 H -0.10955 -0.13692 -0.17091  C16 1.073
34 H -1.12695 2.05174 0.36115  N17 1.007
35 H -3.67329 3.16265 0.75572  C19 1.080
36 H -6.06332 2.51895 0.76237  C20 1.080
37 H -6.74306 0.21159 0.32115  C21 1.080
38 H -5.06156 -1.54672 -0.14857  C22 1.078

What are the natural (NBO) partial charges on each atom? They are as follows, in elementary charge units:
1. C -0.65
2. C 0.27
3. C -0.31
4. C 0.09
5. N -0.40
6. C 0.48
7. N -0.44
8. C 0.24
9. C 0.76
10. O -0.54
11. O -0.49
12. C -0.18
13. C 0.55
14. O -0.56
15. C -0.29
16. C 0.10
17. N -0.52
18. C 0.11
19. C -0.24
20. C -0.21
21. C -0.23
22. C -0.19
23. C 0.00
24. N -0.31
25. N -0.17
26. H 0.25
27. H 0.23
28. H 0.24
29. H 0.23
30. H 0.20
31. H 0.24
32. H 0.22
33. H 0.24
34. H 0.41
35. H 0.21
36. H 0.21
37. H 0.21
38. H 0.24